Below is 2 unconnected molecules or ions with the total composition C5H5BrOS at a distorted geometry, with properties calculated with wB97M-V/def2-TZVPD.

ORCA input file:
```
! wB97M-V def2-TZVPD RIJCOSX def2/J DEFGRID3
* xyz 0 1
O -2.48 -1.13 -0.15
C -1.28 -1.24 -0.30
C -0.36 -0.13 -0.32
C 1.01 -0.11 -0.43
C 1.53 1.19 -0.36
C 0.56 2.14 -0.20
S -1.01 1.48 -0.12
H -0.82 -2.23 -0.43
H 1.61 -0.99 -0.55
H 2.58 1.42 -0.42
H 0.69 3.20 -0.12
Br -5.69 0.16 0.01
H -4.41 -0.42 -0.04
*
```

Properties
Structure (SMILES)   O=Cc1cccs1.Br
ΔE to the lowest compared entry with this formula, charge and spin   0.0 kcal/mol
Electronic energy   -3240.95486 Ha
Frontier orbital gap   9.3 eV

Charges obtained by Mulliken population analysis, quoted in units of e: atom 1 (O): -0.492, atom 2 (C): -0.050, atom 3 (C): 0.395, atom 4 (C): -0.516, atom 5 (C): -0.412, atom 6 (C): -0.349, atom 7 (S): -0.069, atom 8 (H): 0.309, atom 9 (H): 0.394, atom 10 (H): 0.375, atom 11 (H): 0.413, atom 12 (Br): -0.293, atom 13 (H): 0.295